(1)
Below is a 12-piece molecular cluster, C42H93Cl2O28P3 overall, with properties calculated with wB97M-V/def2-TZVPD.

Structure (XYZ):
```
168
C42H93Cl2O28P3 wB97M-V/def2-TZVPD
C 3.570 -1.774 -5.778
O 2.239 -1.300 -5.452
P 1.005 -2.262 -4.960
O 0.400 -1.930 -3.666
O -0.185 -2.227 -6.076
C -0.076 -2.625 -7.418
O 1.635 -3.861 -5.093
C 0.891 -4.944 -4.626
H 4.321 -1.069 -5.422
H 3.662 -1.903 -6.856
H 3.858 -2.589 -5.115
H -0.418 -1.849 -8.102
H -0.726 -3.497 -7.498
H 0.885 -3.060 -7.694
H 1.509 -5.842 -4.592
H 0.114 -5.044 -5.384
H 0.573 -4.650 -3.626
C 1.388 3.074 0.365
O 0.963 1.730 0.393
P 1.828 0.467 1.034
O 3.312 0.458 0.560
O 1.416 0.618 2.554
C 0.029 0.693 2.889
O 0.887 -0.835 0.652
C 1.153 -1.776 -0.383
H 1.154 3.446 -0.632
H 2.444 3.186 0.611
H 0.779 3.537 1.142
H -0.232 1.733 3.087
H -0.099 0.118 3.806
H -0.661 0.373 2.109
H 1.203 -2.827 -0.097
H 2.108 -1.597 -0.878
H 0.367 -1.725 -1.136
C -5.630 -0.878 -1.716
O -4.567 -0.488 -2.687
P -4.145 1.070 -2.827
O -5.196 2.079 -2.417
O -2.737 1.103 -2.009
C -2.849 1.088 -0.618
O -3.736 1.204 -4.421
C -2.928 0.252 -5.075
H -5.183 -1.671 -1.115
H -6.468 -1.246 -2.307
H -6.078 -0.092 -1.109
H -3.809 0.749 -0.229
H -2.519 2.077 -0.298
H -2.133 0.397 -0.173
H -3.588 -0.385 -5.663
H -2.484 -0.277 -4.231
H -2.284 0.788 -5.773
C -2.768 -1.998 5.280
C -3.985 -1.638 6.198
O -3.866 -2.717 7.099
C -4.641 -2.823 8.096
C -4.212 -4.044 8.941
O -5.456 -1.991 8.556
H -1.865 -2.166 5.867
H -2.490 -1.141 4.666
H -2.933 -2.753 4.511
H -3.803 -0.681 6.688
H -4.887 -1.530 5.596
H -3.571 -4.684 8.335
H -5.090 -4.617 9.237
H -3.619 -3.868 9.838
C 4.498 3.260 3.373
C 3.686 3.402 4.651
O 3.686 2.171 5.414
C 4.595 2.087 6.387
C 4.393 0.948 7.329
O 5.517 2.876 6.565
H 5.419 2.684 3.281
H 4.864 4.186 2.928
H 3.879 2.842 2.579
H 4.064 4.149 5.348
H 2.623 3.496 4.427
H 4.606 1.231 8.360
H 4.906 0.008 7.128
H 3.328 0.722 7.272
C -1.709 4.425 -2.382
C -1.003 3.684 -3.540
O -0.129 2.782 -2.954
C 1.025 2.516 -3.546
C 1.757 1.401 -2.844
O 1.625 3.073 -4.474
H -2.415 5.165 -2.759
H -1.028 4.769 -1.604
H -2.387 3.743 -1.870
H -1.798 3.121 -4.029
H -0.570 4.457 -4.176
H 1.190 0.538 -2.494
H 1.981 1.832 -1.868
H 2.702 1.162 -3.333
C 1.910 -2.677 5.021
C 2.113 -2.844 3.486
O 0.839 -3.266 2.989
C 0.747 -4.372 2.186
C -0.583 -4.473 1.507
O 1.737 -5.031 1.859
H 2.736 -2.234 5.578
H 1.726 -3.638 5.502
H 1.140 -1.998 5.387
H 2.344 -1.886 3.021
H 3.000 -3.458 3.329
H -0.988 -5.466 1.309
H -0.444 -4.197 0.462
H -1.435 -3.980 1.975
C 5.658 -2.786 1.454
C 4.981 -2.949 0.082
O 5.225 -1.762 -0.675
C 4.901 -1.721 -1.941
C 5.217 -0.328 -2.467
O 4.447 -2.626 -2.673
H 6.726 -2.889 1.264
H 5.345 -3.598 2.111
H 5.407 -1.835 1.923
H 5.292 -3.852 -0.444
H 3.903 -3.068 0.196
H 4.334 0.274 -2.254
H 5.567 -0.331 -3.500
H 6.064 0.057 -1.899
C -2.456 -3.797 -2.254
C -2.661 -5.124 -2.826
O -3.999 -5.433 -3.275
C -4.975 -5.830 -2.545
C -6.328 -5.431 -3.081
O -4.859 -6.316 -1.454
H -2.987 -3.785 -1.302
H -2.868 -3.042 -2.924
H -1.384 -3.658 -2.112
H -1.960 -5.406 -3.612
H -2.415 -5.872 -2.073
H -7.143 -5.859 -2.497
H -6.331 -5.579 -4.161
H -6.424 -4.365 -2.873
C 0.686 7.642 -5.345
C 1.130 6.649 -4.307
O 2.441 6.777 -3.909
C 2.807 6.356 -2.659
C 4.157 7.031 -2.253
O 2.206 5.707 -1.830
H 0.817 8.664 -4.989
H -0.350 7.416 -5.597
H 1.345 7.625 -6.213
H 0.346 6.603 -3.551
H 1.114 5.646 -4.733
H 4.209 6.955 -1.166
H 4.154 8.060 -2.611
H 5.102 6.572 -2.544
C -7.111 1.465 3.109
C -5.762 1.028 3.661
O -4.911 2.162 3.441
C -3.775 2.139 4.138
C -2.994 3.347 3.817
O -3.446 1.300 4.982
H -7.872 0.688 3.036
H -6.982 1.686 2.050
H -7.501 2.347 3.618
H -5.930 0.799 4.713
H -5.448 0.073 3.239
H -3.403 4.211 4.341
H -2.859 3.551 2.755
H -1.996 3.264 4.248
Cl 4.923 4.178 -0.145
C 5.567 2.763 -1.024
Cl 5.995 3.231 -2.706
H 6.384 2.362 -0.425
H 4.750 2.042 -1.060
```

Properties
energy relative to the best compared isomer or geometry (same formula, charge and spin) = 0.0 kcal per mole
SMILES string = COP(=O)(OC)OC.COP(=O)(OC)OC.COP(=O)(OC)OC.CCOC(C)=O.CCOC(C)=O.CCOC(C)=O.CCOC(C)=O.CCOC(C)=O.CCOC(C)=O.CCOC(C)=O.CCOC(C)=O.ClCCl
gap between HOMO and LUMO = 10.06 eV
E_HOMO = -9.95 eV
calculated total energy = -155307.8123 eV

Results of the Mulliken charge analysis, in e, for atoms 1 through 2: -0.7040, -0.1951

(2)
Below is a 9-piece molecular cluster, C42H97B2F8N10O8 overall, with properties calculated with wB97M-V/def2-TZVPD.

Structure (XYZ):
```
167
C42H97B2F8N10O8 wB97M-V/def2-TZVPD
C -6.267 -1.451 -0.701
C -7.609 -1.149 -1.434
N -8.673 -1.046 -0.446
C -9.226 -2.078 0.278
C -10.209 -1.522 1.105
N -10.200 -0.139 0.982
C -9.212 0.088 0.024
C -11.071 0.813 1.713
H -6.030 -0.699 0.052
H -5.484 -1.657 -1.430
H -6.177 -2.422 -0.213
H -7.856 -1.905 -2.179
H -7.406 -0.174 -1.876
H -8.875 -3.087 0.124
H -10.954 -1.944 1.763
H -8.953 1.051 -0.391
H -12.033 0.420 2.043
H -11.204 1.744 1.163
H -10.571 1.087 2.642
C -1.313 -5.424 -2.418
C -1.361 -5.974 -0.922
N -0.569 -7.178 -0.958
C 0.811 -7.287 -1.101
C 1.151 -8.675 -0.991
N -0.026 -9.346 -0.724
C -1.053 -8.388 -0.638
C -0.064 -10.679 -0.257
H -0.308 -5.138 -2.730
H -1.894 -4.501 -2.421
H -1.672 -6.168 -3.129
H -2.381 -6.138 -0.576
H -0.869 -5.223 -0.303
H 1.451 -6.461 -1.373
H 2.081 -9.188 -1.188
H -2.087 -8.515 -0.355
H 0.687 -10.866 0.510
H 0.189 -11.326 -1.098
H -1.056 -10.929 0.118
C -7.463 5.122 3.450
C -6.174 4.755 4.204
N -5.187 4.157 3.296
C -4.236 3.254 3.695
C -3.246 3.112 2.692
N -3.517 4.110 1.788
C -4.718 4.740 2.124
C -2.650 4.411 0.701
H -7.241 5.881 2.700
H -8.181 5.475 4.191
H -7.951 4.283 2.954
H -6.468 4.007 4.940
H -5.679 5.637 4.609
H -4.392 2.666 4.588
H -2.414 2.426 2.747
H -5.209 5.480 1.510
H -1.674 4.552 1.167
H -2.943 5.364 0.261
H -2.785 3.617 -0.033
C 11.154 -1.392 -1.400
O 10.355 -1.348 -0.219
C 9.330 -2.321 -0.109
C 8.028 -1.817 -0.765
N 7.324 -0.690 0.009
H 7.346 -0.912 0.994
H 7.876 0.156 0.003
C 5.845 -0.346 -0.421
C 5.888 0.170 -1.863
O 6.397 1.467 -1.902
C 6.270 1.909 -3.235
H 11.376 -2.454 -1.502
H 12.096 -0.889 -1.180
H 10.702 -0.904 -2.264
H 9.081 -2.433 0.946
H 9.672 -3.297 -0.454
H 7.282 -2.607 -0.846
H 8.274 -1.400 -1.742
H 5.661 0.504 0.235
H 5.280 -1.216 -0.085
H 4.887 0.297 -2.275
H 6.339 -0.495 -2.600
H 5.235 2.149 -3.477
H 6.758 1.307 -4.002
H 6.776 2.872 -3.303
C -5.580 -1.375 4.401
O -4.435 -1.682 3.606
C -3.588 -2.530 4.227
C -2.240 -2.589 3.415
N -1.281 -3.536 4.227
H -1.375 -3.173 5.165
H -1.744 -4.431 4.304
C 0.141 -3.516 3.720
C 1.061 -4.646 4.271
O 0.448 -5.880 3.908
C 0.937 -7.192 4.234
H -6.226 -0.653 3.902
H -5.338 -0.987 5.391
H -6.156 -2.275 4.615
H -4.005 -3.536 4.286
H -3.371 -2.250 5.258
H -1.799 -1.594 3.362
H -2.329 -3.035 2.424
H 0.551 -2.569 4.070
H 0.104 -3.780 2.664
H 1.085 -4.512 5.352
H 2.086 -4.530 3.921
H 0.242 -7.857 3.721
H 0.960 -7.421 5.299
H 1.863 -7.448 3.719
C 2.707 2.165 -8.489
O 1.924 1.865 -7.326
C 1.944 0.494 -6.975
C 0.967 0.230 -5.788
N -0.320 0.927 -6.117
H -0.065 1.890 -6.285
H -0.731 0.608 -6.982
C -1.386 0.921 -5.036
C -2.520 1.873 -5.300
O -1.957 3.196 -5.400
C -2.791 4.295 -5.388
H 3.708 2.552 -8.294
H 2.205 2.957 -9.044
H 2.752 1.299 -9.149
H 2.933 0.226 -6.602
H 1.778 -0.233 -7.770
H 1.278 0.634 -4.824
H 0.773 -0.825 -5.597
H -0.928 1.197 -4.087
H -1.780 -0.090 -4.930
H -3.278 1.783 -4.522
H -3.015 1.649 -6.245
H -2.354 5.293 -5.390
H -3.439 4.277 -4.512
H -3.516 4.279 -6.202
C 2.922 3.847 3.377
O 3.841 4.682 2.686
C 3.344 5.153 1.338
C 4.344 6.215 0.722
N 4.826 7.257 1.707
H 5.266 6.832 2.510
H 5.612 7.606 1.179
C 4.051 8.518 2.147
C 3.345 8.316 3.455
O 4.385 7.994 4.458
C 3.816 7.767 5.743
H 2.071 4.394 3.785
H 3.485 3.531 4.255
H 2.648 2.986 2.768
H 2.389 5.597 1.620
H 3.225 4.341 0.621
H 4.173 6.623 -0.274
H 5.232 5.584 0.775
H 3.470 8.787 1.264
H 4.797 9.297 2.302
H 2.599 7.522 3.426
H 2.858 9.218 3.825
H 3.378 6.769 5.740
H 3.029 8.490 5.956
H 4.620 7.682 6.474
B 0.394 -0.381 -0.480
F 0.957 0.806 -0.956
F 0.757 -1.428 -1.242
F 0.813 -0.515 0.803
F -1.007 -0.205 -0.463
B 4.564 -4.345 -3.911
F 5.869 -4.044 -4.107
F 4.079 -3.730 -2.769
F 3.776 -3.832 -4.911
F 4.368 -5.684 -3.831
```

Properties
gap between HOMO and LUMO = 7.27 eV
E_HOMO = -16.24 eV
net charge = +5
calculated total energy = -99460.4556 eV

Results of the Mulliken charge analysis, in e, for atoms 1 through 2: -1.1522, -0.5081